Molecular formula: C46H46BF7N2O2
Method: DFT, the ωB97M-V functional and the def2-TZVPD basis

```
104
Properties=species:S:1:pos:R:3:forces:R:3
N 10.6426 -0.9839 -4.5807 -0.232 -0.110 -0.065
C 11.0674 0.0228 -5.5671 0.888 -0.270 0.374
C 11.3752 1.3462 -4.8626 -0.604 0.155 -0.417
C 10.2000 2.3240 -4.7739 -0.120 0.096 0.591
C 8.8687 1.6725 -4.3362 0.454 0.144 -0.320
B 7.9270 1.3039 -5.5183 -0.180 -0.279 0.001
O 6.9997 0.2690 -5.4675 0.232 0.537 -0.253
N 7.1972 -0.6423 -4.4071 -0.033 -0.483 0.671
O 6.3180 -0.6198 -3.6416 0.177 -0.065 -0.330
H 10.4425 -1.8720 -5.0313 -0.048 0.113 -0.021
H 11.4195 -1.1678 -3.9519 -0.083 0.066 -0.017
H 11.9946 -0.3083 -6.0445 0.002 0.028 -0.291
H 10.3347 0.1310 -6.3656 -0.263 0.022 0.077
H 11.7060 1.1160 -3.8518 0.170 -0.048 0.107
H 12.1890 1.8497 -5.3813 0.170 0.002 0.047
H 10.0696 2.8845 -5.6982 -0.005 -0.121 -0.240
H 10.4564 3.0729 -4.0247 0.140 0.121 -0.001
H 9.0919 0.8440 -3.6684 -0.153 -0.137 0.126
H 8.3194 2.4165 -3.7497 -0.220 0.020 0.040
H 7.8975 1.9228 -6.5331 -0.115 0.055 -0.051
F 10.7569 -2.5491 -0.4607 -0.001 -0.006 0.002
C 9.4555 -2.9101 -0.4717 -0.164 -0.045 0.004
C 8.6665 -2.5299 -1.5379 0.094 0.140 -0.187
C 7.3314 -2.9065 -1.5468 0.038 -0.139 0.151
C 6.8051 -3.6453 -0.4955 -0.009 -0.013 0.007
C 7.6185 -4.0134 0.5678 -0.017 0.057 -0.093
C 8.9572 -3.6484 0.5830 0.098 -0.044 0.128
H 9.0931 -1.9463 -2.3463 0.012 -0.013 0.005
H 6.7068 -2.6207 -2.3780 -0.037 0.014 -0.004
H 5.7621 -3.9329 -0.5053 0.001 -0.006 0.001
H 7.2111 -4.5863 1.3900 0.015 -0.014 0.011
H 9.6099 -3.9300 1.3985 0.013 0.024 -0.012
F 4.5930 3.3209 -4.7996 0.009 0.007 -0.001
C 3.6085 2.5810 -4.2426 -0.151 -0.091 0.079
C 3.8408 1.2445 -3.9924 0.071 0.020 -0.075
C 2.8302 0.4908 -3.4147 -0.088 0.111 -0.001
C 1.6067 1.0715 -3.1033 -0.010 -0.091 0.006
C 1.3997 2.4189 -3.3692 0.063 -0.108 0.007
C 2.4059 3.1860 -3.9402 -0.032 0.175 -0.030
H 4.7932 0.8068 -4.2457 -0.101 0.107 -0.021
H 2.9998 -0.5574 -3.2056 0.014 -0.010 -0.012
H 0.8258 0.4718 -2.6525 0.119 0.130 -0.085
H 0.4514 2.8817 -3.1290 0.000 0.023 0.018
H 2.2652 4.2388 -4.1469 0.019 -0.010 -0.017
F -0.7296 -0.1536 -1.3119 -0.098 -0.054 0.067
C -1.9280 0.4401 -1.1223 -0.231 0.098 0.039
C -2.3331 1.4335 -1.9912 0.119 0.045 -0.133
C -3.5669 2.0356 -1.7876 -0.001 -0.069 0.099
C -4.3681 1.6428 -0.7240 -0.093 0.066 -0.005
C -3.9383 0.6429 0.1367 -0.010 0.068 -0.058
C -2.7109 0.0313 -0.0629 0.105 -0.173 0.112
H -1.6925 1.7253 -2.8129 0.004 -0.031 -0.007
H -3.9027 2.8120 -2.4616 0.012 0.010 -0.012
H -5.3293 2.1146 -0.5657 -0.002 0.007 -0.019
H -4.5595 0.3374 0.9682 0.006 -0.020 0.010
H -2.3627 -0.7539 0.5929 0.035 0.010 -0.011
F -2.4656 -1.1743 3.0037 0.078 0.052 -0.082
C -1.5067 -2.1293 2.9944 0.190 -0.197 0.008
C -1.8856 -3.4556 2.9603 -0.219 -0.030 -0.011
C -0.8985 -4.4294 2.9467 0.094 0.072 0.006
C 0.4414 -4.0671 2.9738 0.022 -0.035 0.000
C 0.7971 -2.7263 3.0109 -0.062 -0.086 -0.003
C -0.1823 -1.7440 3.0180 0.028 0.214 0.007
H -2.9359 -3.7155 2.9479 -0.001 0.026 0.005
H -1.1774 -5.4737 2.9156 -0.022 -0.006 0.010
H 1.2076 -4.8304 2.9661 0.005 0.000 0.001
H 1.8401 -2.4416 3.0346 0.006 0.021 -0.012
H 0.0725 -0.6926 3.0394 -0.026 -0.001 0.004
F -7.3685 4.4676 -0.3626 0.003 -0.009 -0.033
C -7.3904 4.3106 0.9777 -0.007 -0.036 0.220
C -8.6067 4.2658 1.6282 -0.198 0.005 -0.115
C -8.6240 4.0938 3.0045 0.123 -0.004 0.012
C -7.4335 3.9782 3.7092 -0.012 -0.018 0.044
C -6.2215 4.0286 3.0346 -0.122 -0.007 0.004
C -6.1953 4.1929 1.6572 0.219 -0.010 -0.097
H -9.5237 4.3605 1.0614 0.016 -0.005 -0.018
H -9.5701 4.0470 3.5265 -0.020 0.006 -0.012
H -7.4513 3.8451 4.7823 0.003 -0.005 0.003
H -5.2922 3.9380 3.5804 0.019 -0.007 -0.012
H -5.2606 4.2252 1.1126 -0.016 0.021 -0.016
F -2.5779 -2.5565 8.3251 0.020 -0.003 0.018
C -3.5871 -2.4333 7.4400 -0.140 0.014 -0.126
C -3.3458 -1.8113 6.2316 0.178 0.059 -0.063
C -4.3861 -1.6903 5.3220 -0.241 -0.093 0.216
C -5.6473 -2.1815 5.6348 -0.017 -0.014 -0.014
C -5.8677 -2.7998 6.8581 0.065 0.039 -0.076
C -4.8310 -2.9328 7.7705 -0.030 -0.072 0.142
H -2.3570 -1.4301 6.0112 0.005 -0.022 0.012
H -4.2154 -1.2115 4.3734 0.025 0.064 -0.057
H -6.4573 -2.0821 4.9243 -0.006 0.014 0.006
H -6.8498 -3.1802 7.1049 -0.001 -0.017 0.012
H -4.9789 -3.4167 8.7266 0.026 0.017 0.007
F -9.3407 0.1400 3.1660 0.023 -0.005 0.019
C -10.3376 0.2376 2.2644 -0.146 0.018 -0.127
C -10.0895 0.8568 1.0559 0.206 0.082 -0.053
C -11.1168 0.9527 0.1292 -0.086 -0.050 0.079
C -12.3725 0.4383 0.4228 -0.034 0.011 -0.035
C -12.6001 -0.1775 1.6458 0.064 0.048 -0.065
C -11.5768 -0.2845 2.5766 -0.033 -0.067 0.144
H -9.1055 1.2576 0.8502 0.007 -0.012 0.033
H -10.9355 1.4306 -0.8242 0.020 0.013 -0.002
H -13.1722 0.5172 -0.3012 -0.005 -0.003 0.001
H -13.5783 -0.5763 1.8780 -0.002 -0.019 0.012
H -11.7316 -0.7662 3.5327 0.022 0.016 0.007
```
Forces are in eV/Å.

- total charge = 0
- calculated total energy (a.u.) = -2764.2745
- SMILES = NCCCCBON=O.Fc1ccccc1.Fc1ccccc1.Fc1ccccc1.Fc1ccccc1.Fc1ccccc1.Fc1ccccc1.Fc1ccccc1
- F_max (eV/Å) = 1.0
- LUMO energy (eV) = -0.26

---

Molecular formula: C46H46N4O2P2SSiV
Method: DFT, the ωB97M-V functional and the def2-TZVPD basis

```
103
Properties=species:S:1:pos:R:3:forces:R:3
V 0.5307 0.4353 -0.6003 -0.453 -1.258 0.515
O 0.6397 1.9086 -1.9061 -0.907 -0.306 0.583
N 1.8033 2.3035 -2.1656 2.761 -0.135 -0.031
N 2.7404 1.6870 -1.5196 0.798 1.501 0.549
O 2.4540 0.8190 -0.5366 -0.819 0.372 -0.944
C 4.1904 2.1889 -1.5120 -1.908 -2.674 0.011
C 4.4690 3.3725 -2.1040 -0.462 1.947 -0.438
C 5.7833 3.8267 -2.0926 0.499 -0.360 -0.688
C 6.7777 2.9435 -1.6403 0.578 1.573 -0.589
C 6.4753 1.7006 -1.1237 -0.605 -0.360 0.906
C 5.1482 1.2952 -1.0060 -0.082 1.718 -0.775
H 3.6477 3.9795 -2.5276 0.647 -0.407 0.317
H 6.0485 4.8045 -2.5585 -0.242 -0.958 0.588
H 7.8096 3.3138 -1.7354 -0.434 -0.496 0.279
H 7.2137 1.0609 -0.6562 0.257 0.094 -0.377
H 4.8766 0.3834 -0.5416 -0.285 -0.670 0.247
C -1.2693 0.5720 2.6511 0.013 -2.069 -0.003
N -2.3377 -0.0811 1.8741 0.551 1.178 0.366
C -2.9611 0.7491 0.8738 -1.281 0.789 -0.671
P -2.0715 0.2778 -0.6790 0.457 -1.177 0.581
C -2.7083 -1.4175 -0.9321 -0.311 1.630 -1.030
C -3.8211 -1.6519 -1.6958 -0.945 -1.396 -0.231
C -4.4193 -2.9271 -1.7718 -0.640 1.442 -0.387
C -3.9610 -3.9551 -0.9902 1.180 0.665 1.058
C -2.7932 -3.7079 -0.2745 1.351 -0.067 -0.470
C -2.0959 -2.4776 -0.3784 -0.760 -2.453 1.945
C -2.6909 1.1954 -2.0437 -0.910 1.905 -0.255
C -3.5352 2.3120 -1.8839 0.384 -0.576 -1.016
C -3.9651 3.1136 -2.9397 1.425 -0.542 -0.838
C -3.4021 2.8640 -4.1894 -0.931 0.260 -1.371
C -2.6132 1.7380 -4.3577 0.494 0.799 -0.696
C -2.2337 0.9595 -3.3142 0.315 -1.953 -0.286
C -3.1926 -0.8735 2.6760 -1.411 -0.475 0.853
C -4.4048 -0.4506 3.2048 -0.410 -0.608 0.684
C -5.1933 -1.3644 3.9760 1.026 -0.463 -1.171
C -4.8113 -2.7088 4.1183 1.538 1.336 -0.610
C -3.5315 -3.1156 3.5587 -3.193 0.447 1.694
C -2.8031 -2.1969 2.9124 1.307 1.394 -1.466
P -0.1601 1.5431 1.6358 1.278 0.741 -0.605
C 1.3602 1.8011 2.6156 0.299 -0.276 0.335
C 2.2393 2.7953 2.1706 -1.150 0.284 -0.419
C 3.4047 3.0720 2.7825 2.131 -0.314 0.898
C 3.8530 2.1918 3.7857 -0.889 1.288 -0.362
C 2.9984 1.2383 4.2659 -0.134 -1.008 0.225
C 1.7414 1.0306 3.7218 -0.210 0.965 -2.055
C -0.8175 3.2555 1.7002 0.752 -0.684 1.084
C -0.8786 3.9515 2.9421 0.052 0.612 -1.289
C -1.1652 5.3318 2.8960 0.593 -2.308 1.630
C -1.5245 5.9210 1.7020 0.973 -0.305 0.588
C -1.3633 5.2700 0.5160 -0.787 -1.453 -0.265
C -0.9756 3.9107 0.5164 -0.718 1.287 -1.657
H -0.7547 -0.3177 3.0666 0.244 0.799 0.152
H -1.5673 1.2254 3.4550 -0.660 0.156 0.587
H -2.8729 1.8547 0.9949 -0.007 -0.673 0.366
H -4.0572 0.5308 0.8546 0.866 0.108 -0.374
H -4.2833 -0.8753 -2.2406 -0.447 0.836 -0.512
H -5.3133 -2.9759 -2.3850 0.062 -0.341 0.081
H -4.4236 -4.8863 -0.7553 -0.617 -0.489 -0.625
H -2.3639 -4.5640 0.2624 -0.015 0.611 0.021
H -1.2188 -2.2919 0.1867 0.828 -0.270 0.421
H -3.8128 2.5092 -0.9104 -0.980 0.662 1.873
H -4.6106 3.9602 -2.9090 -0.470 0.353 0.793
H -3.6813 3.4874 -5.0952 0.409 -0.766 1.344
H -2.1433 1.4505 -5.2750 -0.246 0.295 -0.785
H -1.6774 0.0540 -3.5914 0.080 0.404 0.514
H -4.7899 0.5585 3.0593 0.188 -0.146 -0.007
H -6.1407 -1.0199 4.3548 -0.113 0.006 0.194
H -5.4566 -3.3457 4.6981 0.097 -0.415 -0.067
H -3.2050 -4.1152 3.6525 0.299 -0.916 0.094
H -1.8888 -2.4086 2.3880 0.414 -0.662 0.148
H 2.0463 3.4512 1.3558 -0.846 0.227 -0.754
H 4.0264 3.9230 2.4450 -0.374 -0.724 0.215
H 4.7948 2.3517 4.2342 0.924 -0.003 0.428
H 3.3182 0.5544 5.0227 0.263 -0.160 0.518
H 1.0841 0.2215 3.9205 -0.172 -0.625 1.041
H -0.6026 3.4294 3.8614 -0.166 0.331 -0.196
H -1.0555 5.8518 3.8560 -0.472 0.161 -0.617
H -1.7911 6.9202 1.7806 -0.649 1.784 -0.365
H -1.7487 5.6811 -0.3985 0.382 0.406 -0.333
H -0.8837 3.4504 -0.4898 0.050 -0.075 0.928
C 3.4239 -5.5940 -2.4167 0.872 -1.449 1.639
Si 2.0592 -4.4137 -2.5550 -2.135 0.067 0.198
C 2.1842 -3.4122 -4.1377 1.465 0.082 1.344
C 0.3994 -5.3640 -2.6618 1.208 -0.941 -0.385
C 1.9235 -3.3816 -0.9750 0.956 1.183 1.402
C 2.7186 -3.7302 0.1713 -1.069 0.218 -0.792
C 2.7412 -2.9814 1.3411 -1.406 0.680 -1.098
C 1.9137 -1.8581 1.3362 0.892 0.716 2.855
N 1.2071 -1.4401 0.3343 -1.006 -0.057 -2.496
C 1.2276 -2.1630 -0.8363 -0.178 -0.262 -0.227
S 0.2727 -1.3815 -2.1291 1.004 0.160 0.779
H 3.1631 -6.2401 -3.2481 0.348 -0.670 -0.046
H 3.7074 -6.1911 -1.4712 -1.212 0.677 -1.418
H 4.3630 -5.1533 -2.6271 1.033 0.707 -0.661
H 2.4490 -4.0533 -4.9354 0.589 -1.017 -0.857
H 2.9733 -2.6438 -4.0726 -0.529 -0.043 -0.096
H 1.2502 -3.0359 -4.4352 -1.225 0.968 -0.085
H 0.3776 -5.9771 -3.6006 -0.219 0.904 0.412
H -0.3864 -4.6179 -2.6051 -0.440 -0.217 -0.113
H 0.2992 -6.1542 -1.8954 -0.069 0.677 0.098
H 3.2389 -4.6585 0.0982 0.565 -0.405 0.138
H 3.2417 -3.2030 2.2507 0.564 -0.473 0.336
H 1.8201 -1.2060 2.2529 0.343 -0.855 -0.953
```
Forces are in eV/Å.

- total charge = +1
- calculated total energy (a.u.) = -4464.1309
- F_max (eV/Å) = 3.6
- 2S+1 = 3
- LUMO energy (spin up / spin down) (eV) = -2.73 / -2.61

---

Question: The lowest F_max belongs to which entry?
Answer: C46H46BF7N2O2

---

Question: Among the records above, which one has the highest F_max?
Answer: C46H46N4O2P2SSiV